21
Properties=species:S:1:pos:R:3:forces:R:3:lowdin_spin:R:1 method="wB97M-V/def2-TZVPD" charge=0 multiplicity=4 total_energy_ev=-49145.5896
O -0.510 -0.077 2.243 0.0 0.5 -0.4 0.10
C 0.752 -0.636 2.248 0.2 -0.4 0.3 0.02
C 1.422 -0.683 0.879 0.5 0.3 -0.1 0.00
O 0.628 -1.485 0.026 -0.9 -0.2 0.5 0.01
C 0.198 -1.227 -1.279 0.2 -0.2 -0.4 0.00
C 0.209 0.197 -1.791 0.3 0.1 -0.1 0.01
O -0.670 1.006 -1.014 0.3 0.0 -0.2 0.06
C -0.785 2.345 -1.475 -0.1 0.4 -0.1 0.01
H 0.707 -1.678 2.628 0.1 0.3 -0.1 0.00
H 1.444 -0.083 2.916 -0.2 -0.1 -0.1 0.00
H 2.407 -1.168 0.948 0.0 0.2 0.1 0.00
H 1.565 0.343 0.501 -0.1 -0.2 -0.1 0.00
H -0.828 -1.627 -1.324 0.2 0.1 -0.2 0.00
H 0.824 -1.829 -1.951 -0.2 0.2 -0.3 0.00
H -0.140 0.209 -2.835 0.1 -0.1 0.2 0.00
H 1.219 0.633 -1.754 -0.2 -0.1 0.0 0.00
H -1.394 2.886 -0.743 0.1 -0.1 -0.3 0.00
H 0.210 2.803 -1.556 -0.2 -0.1 0.0 0.00
H -1.281 2.353 -2.456 0.1 0.0 0.2 0.00
H -3.087 0.775 0.649 0.7 -0.1 0.0 0.05
Co -1.468 0.351 0.704 -1.0 -0.4 0.8 2.73